(1)
{
  "formula": "C12H20Cl2O3Ti",
  "method": "ωB97M-V with the def2-TZVPD basis set",
  "elements": ["H", "H", "H", "H", "C", "Cl", "H", "H", "H", "H", "C", "H", "O", "O", "O", "H", "C", "H", "C", "H", "C", "C", "C", "H", "H", "C", "C", "H", "C", "C", "H", "Ti", "H", "H", "H", "Cl", "C", "H"],
  "xyz": [[-2.0531, 2.5702, -1.6650], [3.0946, 0.7992, -1.7934], [0.8917, 2.6962, -3.5241], [1.4047, 2.7560, 2.8560], [-1.0266, 0.7392, -2.0603], [4.9202, 1.4710, 0.8448], [0.2888, 1.3572, 3.0909], [-2.6082, -1.7615, -2.8726], [1.7434, 2.7195, -1.9824], [0.0789, 3.2616, -2.0673], [0.3194, 1.1452, -2.2061], [3.0615, -0.9359, -2.0215], [-1.7490, 0.5982, 0.8340], [0.7035, 2.8783, 0.4737], [-0.5211, -1.5642, 0.9935], [-3.1028, 1.1761, -1.8051], [-2.2695, -1.5367, -1.8598], [2.8177, 0.1338, -3.4020], [1.1431, -0.0009, -2.1268], [0.0319, -3.2032, -1.4227], [-2.2008, 1.6331, -2.1935], [0.7199, 1.8016, 1.0454], [0.3003, -1.1518, -1.9496], [-2.3593, 1.8623, -3.2493], [-2.0755, -2.4793, -1.3575], [2.6092, -0.0046, -2.3390], [0.7444, -2.5683, -1.9395], [2.0110, 1.0829, 2.6256], [-1.0517, -0.6885, -1.9079], [0.7829, 2.5301, -2.4502], [0.8488, -2.9354, -2.9620], [0.0000, 0.0000, 0.0000], [1.6991, -2.6787, -1.4359], [-3.0798, -1.0401, -1.3347], [-1.7000, 1.4811, 1.2244], [2.1581, -0.7638, 0.6864], [1.1346, 1.7440, 2.4861], [-1.4480, -1.5040, 1.2732]],
  "fmax_ev_per_a": 3.03,
  "multiplicity": 1,
  "orbital_gap_ha": 0.2074,
  "mol_weight_g_mol": 331.06,
  "e_lumo_ev": 4.78,
  "charge": -2
}

(2)
{
  "formula": "C12H20MgN2O5Se3Te",
  "method": "ωB97M-V with the def2-TZVPD basis set",
  "elements": ["C", "O", "H", "H", "H", "C", "Se", "O", "C", "H", "Mg", "Se", "C", "H", "O", "H", "C", "C", "H", "O", "H", "H", "H", "H", "C", "H", "C", "C", "N", "C", "N", "H", "H", "Te", "Se", "O", "H", "H", "H", "H", "H", "H", "C", "C"],
  "xyz": [[-2.6154, -0.8354, 1.4056], [-0.4003, -1.4140, 0.7104], [1.4471, 1.0738, -1.6895], [1.2776, -1.6401, -1.0533], [-1.2421, 0.3980, 2.6723], [3.6806, -1.3070, 0.0542], [0.1023, 3.4041, -1.1644], [-1.5790, -0.4684, -1.5993], [-2.6540, -0.9824, -1.1695], [3.1287, -2.1287, 0.5079], [-0.5353, 0.1515, -0.2415], [2.1191, 1.9653, 1.8729], [-1.4971, -1.8720, 1.1559], [-3.3543, -1.2990, 2.0682], [-1.7134, -3.0440, 1.4269], [2.9676, -3.2378, -1.7264], [-3.2589, 1.3187, 2.5089], [-3.8634, 1.8372, 1.1917], [4.5601, -2.6373, -2.2123], [-1.6877, 1.1939, 0.8263], [3.7951, 0.9735, -1.4879], [-2.8951, 2.1407, 3.1258], [3.5082, -0.4093, 0.6501], [-3.7800, 2.9219, 1.1258], [3.9653, 0.0558, -2.0473], [4.7448, -1.5370, 0.0922], [3.4959, -2.4089, -2.1923], [-3.2617, -0.3261, 0.0919], [1.3181, 0.3290, -1.0006], [-2.9378, 1.1717, 0.1650], [1.7864, -0.8970, -1.5304], [-2.8591, 1.6672, -0.8057], [-4.3387, -0.5226, 0.0743], [0.9273, 3.9907, 1.0977], [-1.0102, 4.2715, 2.5653], [-3.2558, -1.9062, -1.6962], [-3.9473, 0.7158, 3.0997], [3.1279, -2.2950, -3.2100], [-4.9017, 1.5430, 1.0436], [3.6219, 0.1996, -3.0711], [1.8319, 0.6138, -0.1546], [5.0382, -0.1308, -2.0587], [3.2250, -1.1226, -1.4021], [-2.0806, 0.4842, 1.9806]],
  "fmax_ev_per_a": 2.88,
  "multiplicity": 1,
  "orbital_gap_ha": 0.2191,
  "mol_weight_g_mol": 661.09,
  "e_lumo_ev": 4.61,
  "charge": -2,
  "de_lowest_ev": 1.3021
}

(3)
{
  "formula": "C12H20N2",
  "method": "ωB97M-V with the def2-TZVPD basis set",
  "elements": ["H", "H", "C", "H", "H", "H", "N", "C", "H", "N", "C", "H", "C", "H", "C", "C", "C", "H", "H", "H", "C", "H", "C", "C", "H", "H", "C", "H", "H", "H", "H", "H", "H", "C"],
  "xyz": [[1.4692, -1.3031, -0.9205], [0.4763, 3.5316, 4.9546], [0.7901, -0.7721, -0.1743], [-2.7845, -1.0557, -2.2096], [-1.6350, -4.8036, -0.5579], [-2.1924, -0.0432, -0.1259], [1.5126, 2.2000, 2.3668], [-1.3279, -0.4353, -0.7632], [1.2378, -3.0214, -2.0062], [0.6526, 2.7066, 2.9607], [-1.0398, -4.1867, 0.0293], [1.1709, -3.9062, 0.5511], [-1.7089, -0.8067, -2.1792], [-0.9837, 3.2565, 0.0385], [0.3488, 1.6645, -0.5550], [0.3007, 2.5500, 4.4181], [0.4355, -3.8752, -0.1303], [0.8223, 1.7505, 4.7307], [-1.0808, -1.5007, -2.5466], [-0.1076, 3.3503, 2.4968], [-0.7014, 2.7756, -0.9114], [1.2163, -0.6865, 0.8452], [-0.0068, 0.4043, -0.5418], [-0.5768, -1.5531, -0.0309], [-0.7620, -1.6691, 0.9646], [-1.7977, 0.1173, -2.7490], [-0.5267, -2.9366, -0.5736], [-1.5464, -4.0247, 0.9004], [-0.1120, -4.3673, -2.1024], [-0.7387, 2.4013, 4.6358], [1.4070, 1.9176, -0.2451], [-0.4344, 3.4813, -1.7408], [-1.4832, 2.1696, -1.3415], [0.3612, -3.5314, -1.5939]],
  "fmax_ev_per_a": 5.26,
  "multiplicity": 1,
  "orbital_gap_ha": 0.3235,
  "mol_weight_g_mol": 192.31,
  "e_lumo_ev": 0.80,
  "charge": 0,
  "de_lowest_ev": 8.4446
}

(4)
{
  "formula": "C12H20N2O2Sn",
  "method": "ωB97M-V with the def2-TZVPD basis set",
  "elements": ["H", "H", "N", "H", "C", "C", "H", "C", "C", "H", "C", "H", "H", "H", "N", "H", "C", "C", "C", "H", "H", "O", "C", "H", "C", "Sn", "O", "H", "H", "H", "C", "C", "H", "H", "H", "H", "H"],
  "xyz": [[-0.5302, -1.9308, 5.0606], [1.9410, 2.0443, -2.7727], [0.0114, -2.1369, 2.5161], [-2.6229, -0.1025, -3.6579], [-1.6642, 0.2414, -3.2273], [0.4258, -1.1159, -2.4933], [-1.3829, 2.1499, -0.2601], [0.1133, -1.0283, 3.2407], [-0.9954, 1.6554, -1.1606], [-0.5647, -0.1557, 5.0479], [0.8925, 0.0554, 2.7449], [-2.9464, 1.0437, -1.6785], [2.0608, 1.7232, 3.4001], [0.3451, -1.4419, -1.3119], [1.4807, -0.1329, 1.5369], [-1.3975, 1.1433, -3.7993], [1.0337, 1.4223, -2.7073], [-0.7081, -0.8255, -3.4197], [-1.9248, 0.6375, -1.7347], [0.8838, -2.0229, -2.9342], [-1.8059, -1.0775, 4.1795], [-0.9546, -2.9669, 3.0998], [-0.7432, -1.0493, 4.4474], [-0.8922, -1.5463, -4.2179], [1.0152, 1.3867, 3.4016], [1.4844, -2.1928, 0.8705], [1.9496, 0.8405, 0.8736], [0.4128, 2.1433, 2.8781], [-1.9329, -0.2695, -1.1061], [0.7666, 2.7699, -1.0223], [1.5292, -0.0223, -2.5270], [0.2288, 1.9934, -1.5791], [2.1346, -0.0822, -1.6095], [2.2006, -0.2490, -3.3703], [0.6702, 1.3296, 4.4373], [-1.0240, -3.7442, 2.5201], [0.5097, 1.5138, -3.6656]],
  "fmax_ev_per_a": 2.73,
  "multiplicity": 1,
  "orbital_gap_ha": [0.2365, 0.2387],
  "mol_weight_g_mol": 343.01,
  "e_lumo_ev": [-0.79, -0.04],
  "charge": 0,
  "de_lowest_ev": 0.0000
}

(5)
{
  "formula": "C12H20N4O3",
  "method": "ωB97M-V with the def2-TZVPD basis set",
  "elements": ["C", "N", "C", "H", "H", "H", "C", "C", "H", "C", "H", "H", "N", "H", "H", "C", "H", "O", "H", "C", "C", "H", "C", "H", "H", "C", "H", "N", "H", "O", "C", "H", "N", "H", "H", "H", "C", "H", "O"],
  "xyz": [[-4.1074, -0.3958, 0.7355], [6.3735, 0.8090, -0.9904], [0.7329, -0.5773, -0.6985], [-5.1466, 1.3887, 0.5283], [1.5759, 0.4510, 1.7580], [2.5813, 0.6234, -1.3688], [4.6483, -0.3656, -0.2713], [3.2342, -1.0109, -0.1147], [3.4647, -1.8637, -0.9012], [5.6551, -0.4861, -1.1258], [-0.2705, 0.8005, 0.6353], [6.2648, -1.5035, -1.5851], [-0.3751, 0.2081, -0.2483], [3.2385, 0.9104, 0.9378], [6.1760, 2.7996, 0.0182], [5.7267, 1.7075, -0.0827], [-4.8595, 0.3836, -1.0208], [-1.4521, 0.3344, -2.6748], [-4.1039, -1.6533, 2.7730], [-4.6822, -0.7167, 2.2691], [-2.8185, 0.2853, 0.5858], [-3.1199, 1.4177, 0.2419], [-5.2716, 0.3707, 0.1015], [2.8474, -1.5308, 0.7111], [-4.1453, 0.1924, 2.7587], [-2.2697, -0.4649, -1.7492], [-0.8624, 0.5554, -1.9240], [4.6919, 0.9525, 0.4252], [-4.1396, -1.3032, 0.0755], [-3.2778, -1.0392, -2.0415], [2.1325, 0.0423, -0.3961], [-6.4011, 0.0000, 0.2520], [2.0660, 0.9114, 0.8068], [-5.8531, -0.4851, 2.3804], [-1.6780, -1.4634, 0.1494], [7.3589, 1.1693, -1.4189], [-1.7394, -0.4494, -0.1778], [-2.6635, 0.6964, 1.7720], [0.4686, -1.7005, -1.1256]],
  "fmax_ev_per_a": 6.50,
  "multiplicity": 1,
  "orbital_gap_ha": 0.3499,
  "mol_weight_g_mol": 268.32,
  "e_lumo_ev": 0.38,
  "charge": 0,
  "smiles": "CC(C)C[C@H](NC(=O)[C@@H](N)Cc1c[nH]cn1)C(=O)O",
  "de_lowest_ev": 9.0464
}

(6)
{
  "formula": "C12H20N8OSV",
  "method": "ωB97M-V with the def2-TZVPD basis set",
  "elements": ["H", "H", "H", "C", "N", "H", "C", "H", "C", "H", "H", "C", "H", "C", "H", "H", "N", "V", "O", "C", "C", "H", "S", "N", "H", "C", "H", "N", "H", "C", "H", "N", "H", "H", "N", "H", "H", "N", "C", "N", "H", "C", "C"],
  "xyz": [[4.8597, -0.4664, -1.5903], [3.2749, -0.2158, 1.9820], [4.8831, -0.9060, 2.1512], [-3.5052, -1.9405, 1.5903], [-1.3555, 0.9407, 1.0816], [2.1825, -1.9855, -3.4848], [-2.5327, -3.7482, 0.3593], [5.9181, -1.9057, 0.0509], [1.8254, -1.5238, -2.5655], [-0.6690, 4.6440, 1.6674], [0.7472, 4.6125, 0.6607], [4.1886, -0.9092, -2.3188], [3.9361, -0.1502, -3.0595], [-0.2407, 2.8383, 0.8636], [1.3744, -0.5664, -2.8436], [-4.2760, -1.5327, 2.2294], [2.9504, -1.3462, -1.6679], [-0.0476, -0.0638, -0.1462], [-1.1725, 0.6316, -2.8299], [2.7985, -1.3456, -0.3323], [-3.5433, -3.2672, 1.1730], [-2.5246, -4.7725, 0.0161], [0.9493, 1.9990, -0.1388], [3.8760, -1.5254, 0.4476], [-3.0724, 0.7312, 2.1932], [4.9679, -2.4369, 0.0896], [1.0808, -2.1855, -2.1252], [-0.0268, 4.1300, 1.0830], [5.0281, -3.2145, 0.8519], [-2.3462, 0.2578, 1.5402], [4.6873, -1.7363, -2.8233], [-0.8272, 0.3314, -1.7971], [-4.3537, -3.9119, 1.4849], [1.6285, -1.4179, 1.2044], [-1.2752, 2.2513, 1.4048], [4.7740, -2.9113, -0.8657], [3.4794, -1.9208, 2.4961], [-1.4685, -1.6158, 0.3729], [-2.4565, -1.1451, 1.1690], [1.5831, -1.1746, 0.2180], [-0.6897, -3.2321, -0.6339], [-1.5089, -2.8897, -0.0144], [3.8605, -1.1241, 1.8504]],
  "fmax_ev_per_a": 0.44,
  "multiplicity": 4,
  "orbital_gap_ha": [0.2512, 0.2261],
  "mol_weight_g_mol": 375.36,
  "s2": 3.78,
  "e_lumo_ev": [-7.92, -8.63],
  "charge": 2,
  "de_lowest_ev": 0.4506
}